Record 1
13
Properties=species:S:1:pos:R:3:mulliken_charge:R:1 method="wB97M-V/def2-TZVPD" homo_lumo_gap_ev="12.086 / 3.571" multiplicity=2 de_lowest_ev=2.8472 s2=0.75 total_charge=+1
C -0.832 0.768 2.193 -0.720
C -0.366 -0.098 0.977 -0.472
H -1.735 0.267 2.572 0.317
H -0.163 0.737 3.069 0.374
H -0.837 1.783 1.785 0.358
H -0.640 -1.112 1.252 0.341
H 0.754 0.147 1.043 0.342
H -0.552 0.237 -0.045 0.310
O 1.956 -1.022 -1.638 -0.333
C 1.035 -0.886 -2.370 0.180
O 0.404 0.311 -2.557 -0.434
H 0.492 -1.740 -2.794 0.395
H 0.483 0.608 -3.486 0.340

***

Record 2
14
Properties=species:S:1:pos:R:3:mulliken_charge:R:1 method="wB97M-V/def2-TZVPD" homo_lumo_gap_ev=6.753 de_lowest_ev=3.6303 total_charge=-1
C 0.069 0.852 1.142 -0.739
C -2.123 -1.142 -0.210 -0.730
C -0.771 -1.112 -0.845 -0.385
O 1.791 -0.032 -0.880 -0.832
O 4.367 -0.611 -0.080 -0.694
P 0.521 -0.242 -0.133 0.405
H 1.069 1.447 1.484 0.183
H -0.746 0.609 1.855 0.201
H -2.269 -0.381 0.597 0.251
H -2.855 -0.872 -1.043 0.198
H -2.465 -2.196 0.086 0.177
H 4.616 -1.435 -0.438 0.267
H -0.401 -1.912 -1.562 0.251
H 3.356 -0.446 -0.140 0.447

***

Record 3
14
Properties=species:S:1:pos:R:3:mulliken_charge:R:1 method="wB97M-V/def2-TZVPD" homo_lumo_gap_ev="5.773 / 5.720"
C -1.524 0.057 0.772 -1.300
C -0.653 -1.049 0.202 -0.192
O 0.691 -0.564 0.005 -0.345
C 1.355 -1.089 -1.113 -0.728
Pb -0.386 1.944 0.701 0.776
H -2.438 0.160 0.163 0.362
H -1.775 -0.156 1.825 0.346
H -1.039 -1.410 -0.767 0.339
H -0.550 -1.911 0.883 0.243
H 2.402 -0.758 -1.086 0.239
H 1.308 -2.191 -1.112 0.301
O 0.501 3.662 0.519 -0.595
H 1.207 4.023 1.053 0.238
H 0.899 -0.720 -2.046 0.316

***

Record 4
14
Properties=species:S:1:pos:R:3:mulliken_charge:R:1 method="wB97M-V/def2-TZVPD" homo_lumo_gap_ev=5.953 de_lowest_ev=0.1420 total_charge=-2
C 0.537 -0.774 0.211 -0.392
O 0.107 -1.956 0.882 -0.495
C -0.658 0.048 -0.237 -0.340
C -0.278 1.444 -0.733 -0.719
S -1.595 2.708 -0.802 -0.771
H 1.157 -0.197 0.904 0.203
H 1.200 -1.067 -0.605 0.304
H -1.278 0.123 0.672 0.220
H -1.287 -0.490 -0.956 0.243
H 0.148 1.320 -1.735 0.230
H 0.521 1.801 -0.070 0.216
H 0.830 -2.619 0.862 0.328
H 2.372 -3.619 2.021 0.146
O 2.528 -3.766 1.079 -1.174